Density functional theory data (the ωB97M-V functional and the def2-TZVPD basis) for 12 unconnected molecules or ions with the total composition C20H64N14O12.

Geometry as ORCA input:
```
! wB97M-V def2-TZVPD RIJCOSX def2/J DEFGRID3
* xyz 0 1
C 3.07 0.65 -2.59
O 1.65 0.86 -2.56
H 3.55 1.36 -1.88
H 3.51 0.71 -3.56
H 3.32 -0.33 -2.16
H 1.47 1.74 -2.83
C -2.23 -2.95 -3.50
O -2.15 -2.76 -4.86
N -1.95 -4.16 -3.08
N -2.34 -2.09 -2.53
H -2.01 -4.91 -3.77
H -2.17 -4.45 -2.15
H -2.44 -1.11 -2.89
H -2.25 -2.19 -1.51
C 3.25 -3.14 2.00
O 2.56 -3.09 3.21
N 4.55 -3.41 1.93
N 2.68 -2.83 0.86
H 5.13 -3.74 2.73
H 5.04 -3.47 1.02
H 1.70 -2.82 0.89
H 3.08 -2.91 -0.05
C -0.58 0.29 -0.08
O -1.44 0.20 -1.15
N -0.81 1.09 0.88
N 0.46 -0.46 0.07
H -1.56 1.75 0.74
H -0.18 1.31 1.66
H 0.52 -1.05 -0.74
H 1.41 -0.02 0.18
C -0.87 -1.15 3.15
O -1.00 -1.38 4.54
N -1.80 -0.67 2.42
N 0.30 -1.36 2.60
H -2.80 -0.54 2.74
H -1.48 0.07 1.67
H 1.06 -1.83 3.02
H 0.33 -1.11 1.56
C -3.54 3.00 -0.76
O -2.84 2.68 0.36
N -3.10 2.78 -1.96
N -4.80 3.35 -0.71
H -2.09 2.54 -2.01
H -3.65 2.97 -2.81
H -5.07 3.58 0.24
H -5.17 4.03 -1.44
C -2.20 0.31 -4.40
O -2.36 0.19 -5.76
N -1.05 0.34 -3.79
N -3.20 0.44 -3.54
H -0.25 0.02 -4.32
H -1.09 0.26 -2.75
H -4.15 0.43 -3.96
H -3.15 0.94 -2.65
C 1.26 -2.69 -2.45
O 2.67 -2.52 -2.37
N 0.61 -3.81 -2.59
N 0.46 -1.71 -2.23
H 1.18 -4.67 -2.59
H -0.37 -3.95 -2.85
H 0.82 -0.71 -2.41
H -0.55 -1.81 -2.28
C -2.14 2.97 3.26
C -0.94 2.85 4.19
C -1.26 1.96 5.38
O 0.08 2.48 3.62
H -2.00 3.53 2.32
H -2.98 3.23 3.87
H -2.33 1.96 2.85
H -0.75 3.90 4.49
H -1.25 0.97 4.95
H -2.28 2.20 5.73
H -0.47 2.15 6.17
H 0.78 2.93 4.10
C 4.72 0.47 2.28
C 3.27 0.42 1.75
C 2.71 1.86 1.56
O 3.25 -0.01 0.57
H 4.80 -0.47 2.79
H 4.85 1.24 3.04
H 5.51 0.44 1.53
H 2.70 -0.18 2.50
H 2.74 2.50 2.45
H 1.67 1.86 1.17
H 3.27 2.48 0.87
H 3.36 -1.01 0.63
C -0.37 -3.85 0.76
C -1.87 -3.75 0.45
C -2.77 -4.27 1.55
O -2.22 -2.58 0.19
H -0.25 -3.54 1.80
H 0.24 -3.20 0.07
H -0.03 -4.86 0.63
H -2.03 -4.26 -0.48
H -2.57 -3.75 2.47
H -2.52 -5.33 1.65
H -3.86 -4.29 1.33
H -2.21 -2.11 1.05
C 0.25 3.68 -1.18
C 1.32 4.34 -2.00
C 2.67 4.44 -1.34
O 1.46 3.73 -3.03
H 0.01 4.07 -0.23
H 0.63 2.65 -1.07
H -0.75 3.74 -1.58
H 0.91 5.33 -2.24
H 3.40 5.03 -1.89
H 3.13 3.49 -1.19
H 2.59 4.90 -0.40
H 0.54 3.61 -3.36
*
```

Values from the calculation:
Orbital gap (Eh): 0.2954

Atomic partial charges in e from the Löwdin method, atoms 1 to 8:
1. C -0.097
2. O -0.142
3. H 0.077
4. H 0.075
5. H 0.062
6. H 0.022
7. C -0.597
8. O -0.069


Density functional theory data (the ωB97M-V functional and the def2-TZVPD basis) for 11 unconnected molecules or ions with the total composition C20H65N3O11.

Geometry as ORCA input:
```
! wB97M-V def2-TZVPD RIJCOSX def2/J DEFGRID3
* xyz 0 1
C 12.15 8.03 16.86
C 13.05 7.37 17.87
C 12.25 6.73 18.97
O 11.38 7.56 19.70
C 12.04 8.63 20.32
N 13.79 6.38 17.10
H 12.73 8.60 16.21
H 11.45 8.68 17.43
H 11.58 7.25 16.35
H 13.78 8.08 18.28
H 12.76 6.08 19.70
H 11.58 6.07 18.45
H 11.28 9.07 21.02
H 12.26 9.44 19.59
H 12.96 8.32 20.84
H 13.22 5.76 16.59
H 14.39 5.83 17.73
C 10.69 12.43 9.07
C 11.98 11.64 8.86
C 11.65 10.18 8.68
O 12.92 9.44 8.81
C 12.81 8.12 8.29
N 12.84 12.15 7.85
H 10.94 13.42 9.42
H 10.05 12.09 9.89
H 10.17 12.69 8.14
H 12.49 11.67 9.84
H 11.22 9.89 7.70
H 11.02 9.81 9.51
H 13.75 7.63 8.40
H 12.61 8.22 7.21
H 11.90 7.56 8.65
H 13.62 11.51 7.85
H 13.18 13.09 8.08
C 15.18 7.08 13.88
C 14.71 7.50 12.52
C 15.38 8.76 12.06
O 14.76 9.83 12.75
C 15.51 10.48 13.75
N 15.04 6.49 11.53
H 16.23 6.89 13.96
H 14.59 6.27 14.26
H 14.95 7.91 14.56
H 13.65 7.65 12.47
H 15.30 8.73 11.01
H 16.48 8.80 12.36
H 15.42 10.02 14.75
H 15.02 11.44 13.88
H 16.55 10.68 13.46
H 15.16 5.55 11.95
H 14.36 6.46 10.79
C 10.67 8.66 14.09
O 10.07 9.49 13.09
H 10.61 7.58 13.85
H 11.77 8.96 14.26
H 10.17 8.78 15.06
H 10.80 10.00 12.67
C 11.00 12.81 17.47
O 11.21 11.39 17.62
H 11.82 13.17 16.80
H 10.08 13.06 17.08
H 11.12 13.22 18.49
H 10.57 10.95 17.06
C 8.42 7.87 18.05
O 8.03 7.98 16.70
H 9.26 8.51 18.14
H 7.61 8.22 18.73
H 8.77 6.85 18.21
H 7.11 7.72 16.62
C 11.90 11.93 13.81
O 12.06 11.28 12.52
H 11.06 12.61 13.69
H 11.81 11.26 14.70
H 12.79 12.53 14.09
H 13.00 11.03 12.36
C 7.54 9.49 10.66
O 7.59 8.98 11.95
H 6.48 9.70 10.48
H 8.01 10.47 10.47
H 7.85 8.75 9.98
H 8.41 9.27 12.49
C 8.08 11.49 15.85
O 9.01 10.46 16.12
H 7.12 11.22 15.38
H 7.78 11.99 16.75
H 8.68 12.11 15.24
H 8.61 9.59 16.27
C 9.55 6.26 11.44
O 10.31 7.39 11.02
H 8.42 6.47 11.56
H 9.76 5.58 10.65
H 10.02 5.92 12.37
H 10.27 8.04 11.72
C 14.57 11.97 17.51
O 13.97 10.93 16.74
H 14.53 12.85 16.99
H 13.94 12.13 18.40
H 15.61 11.79 17.79
H 13.12 10.78 17.16
*
```

Values from the calculation:
Orbital gap (Eh): 0.3423

Atomic partial charges in e from the Löwdin method, atoms 1 to 8:
1. C -0.059
2. C -0.448
3. C -0.222
4. O -0.203
5. C -0.109
6. N 0.049
7. H 0.047
8. H 0.082


Density functional theory data (the ωB97M-V functional and the def2-TZVPD basis) for 13 unconnected molecules or ions with the total composition C20H66O13.

Geometry as ORCA input:
```
! wB97M-V def2-TZVPD RIJCOSX def2/J DEFGRID3
* xyz 0 1
C 2.15 4.34 -0.72
O 1.98 3.24 -1.62
H 1.65 4.09 0.22
H 3.21 4.51 -0.51
H 1.73 5.28 -1.09
H 2.79 2.72 -1.53
C 1.81 -3.25 0.73
O 2.30 -2.80 2.00
H 1.93 -2.49 -0.04
H 2.32 -4.15 0.37
H 0.74 -3.40 0.87
H 3.20 -2.48 1.84
C 4.55 0.61 -2.13
O 4.30 1.44 -1.00
H 5.52 0.09 -2.07
H 3.76 -0.13 -2.23
H 4.61 1.20 -3.05
H 5.07 2.00 -0.88
C -3.72 -2.83 -0.72
O -2.74 -2.04 -1.40
H -3.68 -2.71 0.37
H -4.70 -2.52 -1.09
H -3.62 -3.87 -1.01
H -3.01 -1.12 -1.45
C -2.19 -1.73 2.23
O -3.29 -1.05 1.59
H -1.28 -1.15 2.12
H -2.52 -1.83 3.26
H -2.01 -2.75 1.88
H -3.02 -0.98 0.67
C -1.14 1.45 5.27
C -1.43 1.82 3.83
C -2.83 2.34 3.54
O -0.44 2.80 3.48
H -0.43 0.62 5.35
H -2.01 1.09 5.81
H -0.72 2.32 5.77
H -1.28 0.91 3.25
H -2.88 2.63 2.49
H -3.11 3.17 4.19
H -3.59 1.57 3.64
H -0.62 3.26 2.66
C -0.38 -2.27 6.14
C 0.67 -2.70 5.12
C 0.48 -4.15 4.70
O 0.48 -1.84 4.00
H -0.25 -2.77 7.11
H -1.39 -2.33 5.74
H -0.19 -1.24 6.46
H 1.62 -2.50 5.63
H 0.96 -4.36 3.74
H -0.59 -4.26 4.47
H 0.82 -4.85 5.46
H 1.10 -2.09 3.30
C 0.83 -3.49 -5.18
C -0.41 -3.01 -4.42
C -0.62 -3.85 -3.14
O -0.20 -1.64 -4.10
H 0.61 -4.35 -5.79
H 1.64 -3.65 -4.46
H 1.19 -2.66 -5.79
H -1.31 -3.15 -5.04
H -0.35 -4.89 -3.32
H -1.67 -3.75 -2.85
H 0.01 -3.57 -2.30
H -0.75 -1.44 -3.34
C 0.21 0.03 -1.43
C -0.07 0.78 -0.14
C 1.11 0.72 0.85
O -0.35 2.15 -0.39
H -0.54 0.26 -2.18
H 0.39 -1.03 -1.23
H 1.14 0.41 -1.86
H -0.96 0.38 0.36
H 0.81 1.40 1.65
H 2.04 1.08 0.40
H 1.25 -0.30 1.20
H 0.34 2.61 -0.89
C -0.88 4.50 -4.42
C -0.63 3.04 -4.10
C -1.11 2.15 -5.25
O 0.77 2.79 -4.04
H -0.55 4.73 -5.43
H -0.36 5.18 -3.75
H -1.96 4.67 -4.36
H -1.12 2.72 -3.17
H -0.41 2.25 -6.08
H -2.11 2.38 -5.60
H -1.01 1.12 -4.88
H 1.26 3.23 -3.32
O -2.96 3.18 -0.42
H -2.05 2.92 -0.67
H -2.86 3.88 0.22
O 2.23 2.18 4.73
H 1.45 2.29 4.17
H 1.91 2.38 5.62
O 2.14 0.04 -4.17
H 1.34 -0.50 -4.32
H 1.82 0.95 -4.08
*
```

Values from the calculation:
Orbital gap (Eh): 0.3742

Atomic partial charges in e from the Löwdin method, atoms 1 to 8:
1. C -0.091
2. O -0.161
3. H 0.081
4. H 0.088
5. H 0.087
6. H 0.061
7. C -0.124
8. O -0.139


Density functional theory data (the ωB97M-V functional and the def2-TZVPD basis) for 17 unconnected molecules or ions with the total composition C20H70F3O18.

Geometry as ORCA input:
```
! wB97M-V def2-TZVPD RIJCOSX def2/J DEFGRID3
* xyz -1 1
C 1.24 0.88 0.51
O 0.49 0.38 -0.63
O 2.15 1.71 0.01
C 0.34 1.58 1.54
F -0.45 2.52 0.94
F -0.55 0.80 2.23
F 1.04 2.24 2.48
C -0.11 -0.88 -0.48
C -0.91 -1.14 -1.75
H -1.49 -0.26 -2.02
H -0.27 -1.30 -2.62
H -1.50 -2.06 -1.72
H -0.82 -0.90 0.35
H 0.58 -1.72 -0.32
H 1.76 0.04 1.01
C 4.50 2.57 2.39
O 5.27 2.97 1.26
H 3.96 3.42 2.83
H 3.74 1.84 2.13
H 5.13 2.17 3.19
H 6.18 3.03 1.56
C -3.37 0.23 4.20
O -4.21 -0.94 4.36
H -2.51 0.10 4.85
H -3.12 0.37 3.15
H -3.89 1.13 4.51
H -3.88 -1.40 5.13
C -1.48 -2.24 3.25
O -0.51 -2.94 2.48
H -1.03 -1.39 3.78
H -2.21 -1.77 2.60
H -2.00 -2.87 3.97
H 0.17 -3.26 3.07
C 2.51 -0.40 4.00
O 2.27 0.38 5.15
H 2.66 0.24 3.13
H 3.31 -1.14 4.13
H 1.63 -1.00 3.73
H 1.77 -0.17 5.77
C 1.43 0.94 -4.04
O 2.31 1.13 -2.95
H 1.98 1.17 -4.96
H 1.03 -0.08 -4.15
H 0.61 1.66 -3.95
H 1.87 0.72 -2.18
C 5.18 -0.20 0.23
O 5.29 0.54 -0.97
H 5.73 -1.13 0.10
H 5.54 0.35 1.11
H 4.12 -0.38 0.40
H 6.16 0.39 -1.34
C -3.05 3.90 -0.03
O -4.45 4.14 -0.08
H -2.59 4.65 -0.69
H -2.64 3.91 0.98
H -2.79 2.94 -0.49
H -4.86 3.39 0.36
C -3.28 -2.09 -4.26
O -3.99 -2.09 -3.04
H -3.74 -1.32 -4.89
H -2.22 -1.89 -4.10
H -3.42 -3.01 -4.85
H -3.83 -2.90 -2.50
C -0.68 2.58 5.05
O -1.76 2.97 5.86
H 0.28 3.09 5.17
H -0.43 1.52 5.16
H -0.93 2.81 4.01
H -1.58 2.84 6.79
C -3.74 -5.33 -1.72
O -3.65 -4.04 -1.16
H -3.63 -6.08 -0.92
H -4.76 -5.51 -2.05
H -3.05 -5.52 -2.54
H -2.75 -3.93 -0.78
C -0.20 -5.15 -0.03
O -1.15 -4.12 0.08
H -0.72 -6.04 -0.38
H 0.62 -4.91 -0.71
H 0.19 -5.37 0.96
H -1.04 -3.59 0.90
C 3.06 -2.59 -2.09
O 4.40 -3.00 -1.91
H 2.71 -1.86 -1.36
H 3.02 -2.14 -3.08
H 2.36 -3.44 -2.12
H 4.52 -3.22 -0.98
C 1.66 5.45 1.31
O 2.32 4.42 0.62
H 0.59 5.55 1.08
H 1.72 5.43 2.41
H 2.07 6.39 0.95
H 1.82 3.59 0.74
C 0.23 -4.04 -3.79
O 0.96 -3.44 -4.84
H -0.84 -3.85 -3.86
H 0.37 -5.13 -3.81
H 0.59 -3.76 -2.80
H 0.47 -3.56 -5.65
C -3.37 1.62 -3.39
O -4.24 2.38 -4.21
H -2.32 1.85 -3.61
H -3.54 1.78 -2.32
H -3.51 0.56 -3.62
H -4.43 3.20 -3.75
C 0.06 4.06 -1.79
O 1.28 4.70 -2.16
H -0.72 4.24 -2.55
H 0.18 2.98 -1.79
H -0.28 4.40 -0.81
H 1.05 5.62 -2.31
*
```

Values from the calculation:
Orbital gap (Eh): 0.2292

Atomic partial charges in e from the Löwdin method, atoms 1 to 8:
1. C -0.483
2. O -0.097
3. O -0.130
4. C -0.507
5. F 0.107
6. F 0.089
7. F 0.122
8. C -0.277